Entry 1:
{
  "formula": "C26H14Cl81O3PSi",
  "method": "the ωB97M-V functional and the def2-TZVPD basis",
  "homo_ev": -8.73,
  "charge": 0,
  "e_tot_ev": -1064806.4139,
  "fmax_ev_per_a": 3.1,
  "e_lumo_ev": -0.15,
  "homo_lumo_gap_ev": 8.58,
  "symbols": ["C", "C", "O", "O", "C", "C", "C", "C", "Si", "P", "O", "Cl", "H", "H", "H", "H", "H", "H", "H", "H", "H", "H", "H", "H", "H", "H", "C", "Cl", "Cl", "Cl", "Cl", "C", "Cl", "Cl", "Cl", "Cl", "C", "Cl", "Cl", "Cl", "Cl", "C", "Cl", "Cl", "Cl", "Cl", "C", "Cl", "Cl", "Cl", "Cl", "C", "Cl", "Cl", "Cl", "Cl", "C", "Cl", "Cl", "Cl", "Cl", "C", "Cl", "Cl", "Cl", "Cl", "C", "Cl", "Cl", "Cl", "Cl", "C", "Cl", "Cl", "Cl", "Cl", "C", "Cl", "Cl", "Cl", "Cl", "C", "Cl", "Cl", "Cl", "Cl", "C", "Cl", "Cl", "Cl", "Cl", "C", "Cl", "Cl", "Cl", "Cl", "C", "Cl", "Cl", "Cl", "Cl", "C", "Cl", "Cl", "Cl", "Cl", "C", "Cl", "Cl", "Cl", "Cl", "C", "Cl", "Cl", "Cl", "Cl", "C", "Cl", "Cl", "Cl", "Cl", "C", "Cl", "Cl", "Cl", "Cl"],
  "coordinates": [[4.200, 1.010, -1.013], [2.966, 0.048, -0.659], [2.794, -0.239, 0.529], [2.222, -0.412, -1.750], [1.037, -1.160, -1.366], [-0.246, -0.274, -1.031], [-0.094, 1.279, -1.361], [-1.373, 2.062, -0.732], [-0.669, 3.630, 0.162], [0.054, 4.962, -1.480], [1.207, 4.082, -2.430], [1.086, 6.527, -0.497], [4.064, 2.004, -0.482], [4.250, 1.149, -2.133], [5.149, 0.477, -0.671], [1.213, -1.917, -0.530], [0.752, -1.804, -2.287], [-1.105, -0.651, -1.690], [-0.608, -0.372, 0.037], [-0.174, 1.464, -2.488], [0.881, 1.735, -1.014], [-2.055, 2.481, -1.550], [-1.966, 1.398, -0.020], [-1.686, 4.297, 0.999], [0.490, 3.242, 0.993], [2.059, 4.075, -1.947], [-0.541, -0.451, 3.459], [0.849, -0.228, 2.381], [-1.388, 1.097, 3.657], [-1.645, -1.654, 2.752], [0.016, -1.024, 5.045], [-5.347, 1.240, 1.403], [-6.461, 0.338, 0.356], [-3.859, 0.303, 1.636], [-4.953, 2.798, 0.646], [-6.112, 1.521, 2.980], [0.878, -1.642, -5.876], [1.389, -1.129, -4.252], [-0.729, -2.391, -5.781], [0.811, -0.229, -6.948], [2.044, -2.818, -6.518], [-5.672, -1.178, 6.183], [-4.317, -0.912, 5.068], [-6.536, 0.353, 6.443], [-6.784, -2.375, 5.488], [-5.050, -1.777, 7.735], [3.172, 1.211, -10.479], [4.428, 2.465, -10.525], [3.617, -0.028, -9.287], [1.622, 1.942, -10.015], [3.018, 0.470, -12.086], [4.404, -6.018, -4.713], [4.933, -6.789, -3.205], [3.583, -4.490, -4.338], [5.815, -5.690, -5.744], [3.284, -7.096, -5.569], [-8.199, 4.059, 6.081], [-6.938, 5.305, 5.993], [-7.723, 2.823, 7.263], [-9.734, 4.802, 6.574], [-8.390, 3.297, 4.490], [1.703, -6.898, -0.843], [0.254, -7.025, 0.175], [3.108, -6.514, 0.172], [1.977, -8.442, -1.677], [1.473, -5.610, -2.044], [-3.687, 6.482, 3.578], [-4.035, 7.015, 5.236], [-4.510, 4.941, 3.264], [-4.265, 7.706, 2.430], [-1.935, 6.268, 3.382], [6.547, -1.774, -12.793], [6.727, -3.537, -12.688], [5.938, -1.336, -14.404], [5.397, -1.221, -11.560], [8.122, -1.001, -12.521], [3.149, -9.936, 3.059], [3.326, -11.696, 3.207], [2.584, -9.533, 1.425], [1.969, -9.357, 4.252], [4.717, -9.156, 3.351], [-10.242, 9.049, 6.922], [-9.064, 7.769, 6.572], [-9.452, 10.347, 7.841], [-10.875, 9.704, 5.398], [-11.579, 8.376, 7.878], [8.212, 1.237, -16.300], [8.039, 2.201, -14.819], [8.792, -0.387, -15.884], [6.638, 1.113, -17.113], [9.378, 2.023, -17.385], [-1.727, 0.101, 10.135], [-1.943, 1.825, 10.504], [-3.176, -0.515, 9.312], [-0.315, -0.105, 9.079], [-1.475, -0.800, 11.645], [4.922, 7.530, -0.892], [4.539, 8.003, 0.775], [4.123, 5.990, -1.267], [4.344, 8.782, -2.010], [6.679, 7.344, -1.067], [-2.871, -4.510, -1.077], [-3.390, -6.110, -0.506], [-2.592, -3.444, 0.312], [-1.362, -4.672, -1.996], [-4.131, -3.814, -2.117], [3.415, -1.847, 10.488], [4.665, -0.590, 10.394], [3.916, -3.094, 11.649], [1.885, -1.123, 11.019], [3.196, -2.584, 8.887], [9.230, -7.799, -3.733], [8.729, -9.409, -3.174], [9.506, -6.746, -2.331], [10.732, -7.940, -4.672], [7.954, -7.103, -4.753], [-4.370, -10.396, 0.408], [-5.465, -11.295, -0.661], [-2.880, -11.330, 0.649], [-3.973, -8.830, -0.332], [-5.160, -10.126, 1.974], [-7.869, 13.720, 9.872], [-8.875, 13.837, 11.330], [-6.422, 14.729, 10.070], [-7.383, 12.031, 9.623], [-8.795, 14.282, 8.466]],
  "atomic_forces_ev_per_a": [[-0.7, -1.0, -0.8], [1.2, 0.5, 1.3], [-0.3, 0.3, -3.1], [0.5, 0.4, 2.6], [-1.9, -1.8, -0.1], [-0.2, 0.6, -0.6], [-1.4, 0.0, -0.5], [0.6, 0.4, -0.3], [0.1, -1.7, 0.4], [0.2, 0.6, -2.1], [-0.3, 1.2, 2.1], [-0.5, -0.9, -0.1], [0.2, -1.4, -0.6], [0.0, 0.0, 1.3], [-1.4, 0.9, -0.3], [0.2, 1.3, -0.9], [0.7, 1.2, 2.0], [1.1, 0.4, 0.9], [0.8, 0.0, -1.1], [0.5, -0.4, 1.5], [-1.0, -0.7, -0.2], [0.7, -0.9, 1.0], [0.7, 1.0, -1.0], [0.0, 0.3, -0.2], [0.0, -0.1, 0.2], [-0.4, -0.3, -0.4], [0.4, 0.2, 0.0], [-0.4, -0.1, 0.4], [0.2, -0.2, 0.1], [0.2, 0.1, 0.3], [-0.2, 0.0, -0.2], [0.0, -0.1, -0.1], [0.2, 0.1, 0.2], [-0.5, 0.1, -0.2], [-0.1, -0.3, 0.0], [0.2, 0.0, -0.3], [0.0, 0.1, -0.1], [0.1, 0.0, -1.3], [0.2, 0.1, 0.0], [0.0, -0.2, 0.2], [-0.4, 0.4, -0.1], [0.0, 0.0, -0.1], [-0.2, -0.1, 0.2], [0.4, -0.7, -0.2], [0.2, 0.2, 0.1], [-0.7, -0.4, -0.6], [0.0, 0.1, -0.1], [-0.2, -0.2, 0.0], [-0.1, 0.2, -0.1], [0.2, -0.1, 0.0], [-0.6, 0.6, 0.2], [-0.1, -0.1, 0.2], [-0.1, 0.1, -0.2], [0.5, -0.3, -0.1], [-0.9, 0.5, -0.3], [0.2, 0.2, 0.1], [-0.2, 0.0, 0.0], [-0.1, -0.2, 0.0], [-0.3, 0.6, 0.1], [0.2, -0.7, -0.1], [0.0, 0.2, 0.3], [-0.1, 0.0, 0.1], [0.2, 0.0, -0.1], [-0.2, 0.2, -0.3], [-0.1, 0.2, 0.1], [0.5, -0.4, 0.2], [0.0, 0.0, 0.0], [0.1, 0.0, -0.2], [0.2, 0.3, 0.1], [0.1, -0.2, 0.2], [-0.3, 0.0, 0.1], [0.0, 0.0, 0.1], [0.0, 0.2, 0.0], [-0.1, -0.1, 0.3], [0.9, -0.6, -0.2], [-0.2, -0.1, 0.0], [0.0, 0.0, 0.0], [0.0, 0.2, 0.0], [0.1, -0.3, 0.4], [0.2, -0.1, -0.2], [-0.2, -0.1, 0.0], [0.1, 0.1, 0.0], [-0.2, 0.8, 0.1], [-0.2, -0.3, -0.2], [0.1, -0.1, 0.2], [0.2, 0.1, -0.1], [0.0, 0.0, 0.0], [0.0, -0.1, -0.2], [0.1, 0.3, -0.2], [0.2, 0.0, 0.1], [-0.2, -0.1, 0.2], [0.0, 0.0, 0.0], [0.0, -0.2, 0.0], [0.8, 0.5, 0.5], [-0.6, 0.2, -0.1], [0.0, 0.1, -0.2], [0.0, 0.1, 0.0], [0.0, -0.1, -0.3], [0.6, 0.1, -0.1], [0.1, -0.2, 0.2], [-0.3, 0.0, 0.0], [0.0, 0.1, -0.2], [0.2, 0.8, 0.0], [0.0, -0.2, -0.3], [-0.6, 0.1, 0.2], [0.1, -0.1, 0.2], [0.0, 0.0, 0.1], [-0.2, -0.2, 0.0], [-0.1, 0.2, -0.2], [0.6, -0.3, 0.1], [0.0, 0.1, 0.2], [0.1, -0.1, -0.1], [0.1, 0.2, -0.1], [-0.1, -0.1, -0.2], [-0.2, 0.0, 0.1], [0.9, -0.5, 0.6], [0.0, -0.1, 0.1], [0.2, 0.1, 0.2], [-0.2, 0.2, 0.0], [-0.2, -0.8, 0.1], [0.1, 0.0, -0.2], [0.0, 0.1, 0.0], [0.1, 0.0, -0.2], [-0.2, -0.2, 0.0], [0.0, 0.3, 0.1], [0.1, -0.1, 0.2]],
  "mulliken_charge": [-1.03, 0.52, -0.56, -0.18, -0.52, 0.42, -0.27, 0.33, 0.43, 0.18, -0.36, -0.24, 0.25, 0.25, 0.36, 0.27, 0.24, 0.31, -0.39, 0.12, 0.05, 0.37, -0.38, -0.19, -0.12, 0.20, 0.02, 0.07, 0.01, -0.06, -0.06, -0.02, -0.10, 0.07, -0.08, 0.02, 0.19, 0.09, -0.11, -0.07, -0.08, 0.11, 0.11, 0.01, -0.11, -0.11, 0.35, -0.08, -0.07, -0.11, -0.07, 0.27, -0.05, 0.03, -0.13, -0.09, 0.34, -0.04, -0.11, -0.09, -0.09, 0.15, -0.04, -0.07, -0.09, 0.09, 0.25, -0.10, 0.05, -0.10, -0.08, 0.26, -0.10, -0.08, 0.01, -0.09, 0.29, -0.10, 0.00, -0.10, -0.11, 0.22, 0.01, -0.02, -0.10, -0.11, 0.33, -0.07, -0.07, -0.09, -0.10, 0.28, -0.10, 0.00, -0.04, -0.12, 0.27, -0.09, 0.00, -0.09, -0.10, 0.01, -0.04, 0.08, 0.03, -0.11, 0.31, -0.10, -0.10, -0.03, -0.09, 0.29, -0.10, -0.11, -0.10, 0.00, 0.34, -0.10, -0.09, -0.06, -0.10, 0.36, -0.09, -0.09, -0.09, -0.09]
}

***

Entry 2:
{
  "formula": "C26H15AlCl5N3OPS2",
  "method": "the ωB97M-V functional and the def2-TZVPD basis",
  "homo_ev": -6.00,
  "charge": -1,
  "e_tot_ev": -133900.8258,
  "fmax_ev_per_a": 0.5,
  "e_lumo_ev": 2.27,
  "homo_lumo_gap_ev": 8.27,
  "symbols": ["Al", "Cl", "C", "C", "Cl", "C", "Cl", "C", "O", "C", "Cl", "C", "Cl", "S", "C", "N", "S", "C", "N", "N", "P", "C", "C", "C", "C", "C", "C", "C", "C", "C", "C", "C", "C", "C", "C", "C", "C", "C", "C", "H", "H", "H", "H", "H", "H", "H", "H", "H", "H", "H", "H", "H", "H", "H"],
  "coordinates": [[0.162, 0.264, -0.121], [-6.494, 1.355, 3.224], [-4.960, 1.210, 2.441], [-4.313, -0.024, 2.378], [-5.050, -1.421, 3.073], [-3.077, -0.137, 1.759], [-2.254, -1.644, 1.685], [-2.442, 0.979, 1.181], [-1.289, 0.895, 0.602], [-3.109, 2.209, 1.254], [-2.330, 3.568, 0.540], [-4.349, 2.327, 1.874], [-5.135, 3.861, 1.940], [1.028, 2.306, -0.760], [2.400, 1.846, -1.624], [3.354, 1.586, -2.230], [2.813, -2.092, 2.777], [1.897, -1.116, 1.892], [1.218, -0.405, 1.256], [-0.056, -0.884, -1.471], [0.338, -2.366, -1.645], [2.091, -2.836, -1.473], [2.551, -4.106, -1.125], [3.915, -4.364, -1.076], [4.827, -3.358, -1.364], [4.376, -2.093, -1.721], [3.014, -1.837, -1.782], [-0.055, -2.919, -3.340], [-0.770, -2.050, -4.159], [-1.101, -2.429, -5.456], [-0.718, -3.675, -5.937], [0.003, -4.542, -5.124], [0.335, -4.164, -3.830], [-0.565, -3.554, -0.589], [-1.782, -4.073, -1.033], [-2.557, -4.867, -0.197], [-2.124, -5.145, 1.093], [-0.921, -4.620, 1.549], [-0.145, -3.828, 0.714], [1.850, -4.901, -0.905], [4.265, -5.350, -0.791], [5.891, -3.558, -1.299], [5.078, -1.300, -1.954], [2.664, -0.854, -2.063], [-1.037, -1.078, -3.760], [-1.654, -1.749, -6.095], [-0.972, -3.968, -6.949], [0.313, -5.510, -5.502], [0.904, -4.837, -3.197], [-2.128, -3.843, -2.034], [-3.507, -5.256, -0.545], [-2.728, -5.764, 1.746], [-0.592, -4.817, 2.563], [0.775, -3.391, 1.091]],
  "atomic_forces_ev_per_a": [[0.0, -0.3, -0.4], [0.1, 0.0, 0.0], [0.0, 0.0, 0.0], [0.0, 0.1, 0.0], [0.0, 0.0, 0.0], [0.0, 0.0, 0.0], [0.0, 0.1, 0.0], [0.0, -0.2, 0.0], [-0.1, 0.2, 0.1], [-0.2, 0.1, 0.0], [0.0, 0.0, 0.0], [0.0, -0.1, 0.0], [0.0, 0.0, 0.0], [0.0, 0.1, 0.0], [0.3, -0.1, -0.2], [-0.3, 0.1, 0.2], [0.0, -0.1, 0.0], [0.2, -0.1, 0.2], [-0.1, 0.1, -0.2], [0.3, 0.0, 0.4], [-0.2, -0.1, -0.1], [0.1, 0.2, 0.0], [0.0, 0.0, -0.1], [-0.1, 0.0, 0.0], [0.0, 0.1, 0.0], [0.0, 0.0, 0.0], [0.0, -0.1, 0.1], [0.0, 0.0, 0.0], [0.1, 0.0, 0.0], [0.0, 0.0, 0.0], [0.0, 0.0, 0.0], [0.0, 0.0, 0.1], [-0.1, 0.0, 0.0], [-0.1, -0.1, -0.1], [0.1, 0.0, 0.1], [0.0, 0.0, 0.1], [0.0, 0.0, -0.1], [0.0, 0.0, 0.0], [0.0, 0.1, -0.1], [0.0, 0.0, 0.1], [0.0, 0.0, 0.0], [-0.1, 0.0, 0.0], [-0.1, 0.0, 0.0], [0.0, 0.1, 0.0], [0.0, 0.0, 0.0], [0.0, 0.0, 0.0], [0.0, 0.0, 0.0], [0.0, 0.0, 0.0], [0.0, 0.0, -0.1], [0.0, 0.0, 0.0], [0.0, 0.0, 0.0], [0.0, 0.0, 0.0], [0.0, 0.0, 0.0], [0.0, -0.1, 0.0]],
  "mulliken_charge": [-0.26, -0.21, 0.36, -0.09, -0.21, 0.47, 0.08, -0.37, -0.56, 0.25, -0.18, 0.04, -0.20, -0.32, 0.44, -0.62, -0.47, 0.93, -0.29, -0.03, 1.42, 0.70, -0.13, -0.86, -0.42, -0.68, -0.63, -0.06, -0.42, -0.66, -0.41, -0.69, -0.28, 0.37, -0.70, -0.64, -0.47, -0.59, 0.04, 0.42, 0.38, 0.38, 0.47, 0.22, 0.48, 0.39, 0.36, 0.40, 0.30, 0.39, 0.40, 0.38, 0.41, -0.03]
}